Molecular formula: C32H44N4O4
Method: DFT, ωB97M-V/def2-TZVPD

```
! wB97M-V def2-TZVPD RIJCOSX def2/J DEFGRID3
* xyz 0 1
C 6.18 -1.62 1.75
C 4.78 -2.17 1.97
C 4.41 -2.91 0.70
C 4.75 -3.07 3.19
O 3.77 -1.11 2.23
C 3.65 -0.14 1.30
N 2.40 0.64 1.57
N 2.60 1.86 1.29
C 1.59 2.83 1.67
O 0.43 2.60 1.96
O 2.20 4.05 1.55
C 1.43 5.25 1.96
C 1.13 5.19 3.44
C 0.12 5.32 1.20
C 2.28 6.46 1.61
O 4.37 0.07 0.35
H 6.54 -1.08 2.63
H 6.87 -2.44 1.55
H 6.17 -0.96 0.88
H 3.38 -3.29 0.75
H 4.50 -2.22 -0.14
H 5.09 -3.75 0.52
H 3.75 -3.45 3.40
H 5.41 -3.94 3.07
H 5.10 -2.53 4.08
H 2.06 5.13 4.03
H 0.58 6.09 3.76
H 0.50 4.32 3.65
H 0.30 5.40 0.13
H -0.46 4.42 1.42
H -0.47 6.19 1.53
H 2.45 6.54 0.53
H 1.78 7.39 1.92
H 3.26 6.45 2.11
C -4.38 5.20 1.36
C -4.13 3.80 0.85
C -4.62 3.39 -0.39
C -4.38 2.11 -0.89
C -4.99 1.73 -2.21
C -3.57 1.24 -0.14
N -3.36 -0.08 -0.63
C -2.15 -0.75 -0.59
C -0.90 -0.23 -0.29
N -2.47 -2.10 -0.64
C -1.59 -3.08 -0.12
C -1.84 -3.63 1.14
C -3.12 -3.38 1.87
C -0.82 -4.35 1.76
C 0.41 -4.57 1.13
C 1.48 -5.34 1.86
C 0.61 -4.06 -0.16
C -0.39 -3.32 -0.81
C -0.21 -2.78 -2.19
C -3.84 -2.24 -0.76
C -4.38 -1.01 -0.79
C -3.17 1.57 1.16
C -2.58 0.58 2.10
C -3.40 2.88 1.61
H -3.92 5.33 2.35
H -3.95 5.95 0.68
H -5.46 5.40 1.45
H -5.22 4.09 -0.98
H -4.76 0.70 -2.48
H -6.08 1.84 -2.18
H -4.62 2.39 -3.01
H -0.04 -0.89 -0.31
H -0.83 0.83 -0.06
H -3.09 -3.87 2.86
H -3.29 -2.31 2.06
H -3.99 -3.78 1.33
H -0.97 -4.72 2.77
H 2.39 -5.43 1.26
H 1.73 -4.85 2.81
H 1.13 -6.35 2.10
H 1.56 -4.24 -0.67
H 0.78 -3.07 -2.58
H -0.96 -3.19 -2.87
H -0.28 -1.69 -2.21
H -4.33 -3.19 -0.79
H -5.42 -0.72 -0.86
H -2.35 1.06 3.06
H -3.27 -0.25 2.32
H -1.64 0.15 1.73
H -3.03 3.17 2.60
*
```

Values from the calculation:
frontier orbital gap = 5.316 eV
calculated total energy = -48046.89910 eV
SMILES = C=C1N(c2c(C)cc(C)cc2C)C=CN1c1c(C)cc(C)cc1C.CC(C)(C)OC(=O)/N=N/C(=O)OC(C)(C)C
energy above the lowest of the compared OMol25 structures with the same formula, charge and spin = 356.96 kJ/mol

Here are the Löwdin charges for atoms 1 to 5, given in e: C -0.03; C -0.56; C -0.02; C -0.02; O 0.05

***

Molecular formula: C32H44N6O3PS2SbSe4Tc
Method: DFT, ωB97M-V/def2-TZVPD

```
! wB97M-V def2-TZVPD RIJCOSX def2/J DEFGRID3
* xyz 3 1
Tc 0.02 -0.58 -0.36
C -4.70 0.66 3.27
C -3.48 1.33 3.92
C -3.60 2.86 3.83
C -3.35 0.89 5.39
C -2.27 0.89 3.22
C -1.28 0.50 2.65
H -5.60 0.95 3.82
H -4.61 -0.43 3.31
H -4.82 0.98 2.23
H -4.50 3.18 4.36
H -3.67 3.19 2.80
H -2.74 3.34 4.30
H -4.25 1.20 5.93
H -2.49 1.35 5.87
H -3.25 -0.19 5.46
C 3.54 -3.72 -2.59
N 4.11 -2.39 -2.06
C 4.84 -2.68 -0.74
N 3.97 -3.32 0.18
C 3.45 -4.57 -0.37
N 2.71 -4.33 -1.62
C 1.44 -3.63 -1.40
P 1.76 -1.99 -0.65
C 3.02 -1.37 -1.86
C 2.91 -2.45 0.71
H 4.41 -4.34 -2.81
H 2.99 -3.49 -3.51
H 4.78 -2.03 -2.74
H 5.21 -1.72 -0.36
H 5.68 -3.33 -0.99
H 2.79 -5.03 0.36
H 4.28 -5.24 -0.58
H 0.81 -4.19 -0.71
H 0.90 -3.50 -2.34
H 3.46 -0.44 -1.50
H 2.55 -1.18 -2.83
H 2.35 -3.00 1.47
H 3.33 -1.56 1.18
O 1.42 0.97 -0.53
S 0.91 2.40 -0.11
C 1.54 3.49 -1.34
C 2.88 3.48 -1.73
C 3.29 4.39 -2.68
C 2.39 5.30 -3.22
C 1.06 5.30 -2.82
C 0.62 4.39 -1.87
C 1.83 2.80 1.35
C 3.10 2.29 1.55
C 3.77 2.63 2.71
C 3.17 3.47 3.65
C 1.89 3.96 3.43
C 1.20 3.62 2.27
H 3.58 2.79 -1.28
H 4.33 4.41 -2.99
H 2.73 6.02 -3.95
H 0.37 6.03 -3.23
H -0.40 4.39 -1.53
H 3.56 1.63 0.82
H 4.77 2.25 2.90
H 3.70 3.73 4.55
H 1.42 4.61 4.16
H 0.20 3.99 2.10
O -1.61 -2.92 -2.32
C -1.97 -3.00 -1.17
C -3.01 -3.97 -0.66
C -3.06 -3.71 0.82
C -2.03 -2.64 1.03
O -1.73 -2.24 2.17
N -1.46 -2.19 -0.11
H -2.69 -4.98 -0.92
H -3.95 -3.79 -1.18
H -2.80 -4.57 1.44
H -4.02 -3.33 1.18
S -0.19 -0.59 -2.63
C -1.71 0.18 -3.13
N -2.71 -0.59 -3.49
C -3.97 -0.07 -4.06
C -4.20 1.34 -3.55
C -2.96 2.19 -3.78
N -1.79 1.50 -3.22
H -2.58 -1.59 -3.38
H -4.77 -0.74 -3.76
H -3.89 -0.09 -5.15
H -4.44 1.32 -2.48
H -5.05 1.79 -4.06
H -3.04 3.16 -3.28
H -2.80 2.37 -4.84
H -0.95 2.02 -3.03
Se 1.09 -1.47 3.79
Sb -0.58 -3.49 3.63
Se 0.28 -0.19 2.03
Se -1.78 -3.59 5.61
Se 0.33 -5.04 2.07
*
```

Values from the calculation:
frontier orbital gap (alpha / beta) = 5.096 / 5.101 eV
calculated total energy = -350038.13284 eV
energy above the lowest of the compared OMol25 structures with the same formula, charge and spin = 0.00 kJ/mol

Here are the Löwdin charges for atoms 1 to 5, given in e: Tc 0.70; C -0.03; C -0.61; C -0.03; C -0.02